i | {
  "formula": "C8H10O3P",
  "method": "ωB97M-V with the def2-TZVPD basis set",
  "gap_ev": [7.50, 7.50],
  "lumo_energy_ev": [3.667, 3.667],
  "homo_ev": [-3.8, -3.8],
  "total_charge": -1,
  "elements": ["C", "C", "C", "C", "C", "C", "C", "C", "O", "O", "O", "P", "H", "H", "H", "H", "H", "H", "H", "H", "H", "H"],
  "xyz": [[-2.08263, 1.51793, 3.00820], [-2.43677, 0.35096, 2.35194], [-0.94194, 2.20661, 2.62741], [-1.65591, -0.12544, 1.30514], [-0.16853, 1.72936, 1.58013], [-0.52571, 0.56651, 0.92568], [1.46205, -1.80933, -3.14125], [1.04238, -1.57317, -1.69427], [0.42571, 1.03111, -2.62516], [2.48970, 0.62917, -1.16107], [1.96592, -2.05824, -0.77220], [1.08956, 0.28866, -1.53424], [-2.70563, 1.89885, 3.80790], [-3.33366, -0.18270, 2.64826], [-0.66997, 3.12413, 3.13840], [-1.94798, -1.03513, 0.79409], [0.71380, 2.27137, 1.26374], [1.67287, -2.86331, -3.32509], [0.67222, -1.46727, -3.80497], [2.36113, -1.22211, -3.34095], [0.05993, -2.00160, -1.48326], [2.51347, -1.27635, -0.56843]],
  "nbo_charge": [-0.27, -0.24, -0.23, -0.29, -0.30, -0.23, -0.64, -0.23, -1.10, -1.13, -0.74, 2.12, 0.19, 0.19, 0.19, 0.19, 0.20, 0.20, 0.22, 0.21, 0.19, 0.50]
}

ii | {
  "formula": "C8H10O3P",
  "method": "ωB97M-V with the def2-TZVPD basis set",
  "gap_ev": 6.48,
  "lumo_energy_ev": 2.863,
  "homo_ev": -3.6,
  "total_charge": -1,
  "elements": ["C", "C", "C", "C", "C", "C", "C", "C", "O", "O", "O", "P", "H", "H", "H", "H", "H", "H", "H", "H", "H", "H"],
  "xyz": [[0.77957, 1.10982, -0.46592], [0.78495, -0.69231, 1.04675], [-0.56698, 0.94144, -0.75583], [-0.62221, -0.85370, 0.83534], [-1.31326, -0.06152, -0.12876], [1.46704, 0.35069, 0.43200], [-1.24721, 1.93648, -1.67646], [-1.48056, -1.95186, 1.47284], [3.62708, -0.39206, 1.83759], [-2.65444, -0.17515, -0.30731], [3.49358, -1.13554, -0.98537], [3.33186, 0.42048, 0.63351], [1.27764, 1.89027, -0.88236], [1.16681, -1.35188, 1.71954], [-1.26026, 1.75590, -2.82714], [-2.19389, 2.19471, -1.23341], [-0.63263, 2.86324, -1.55136], [-2.43105, -1.86880, 1.05729], [-1.11682, -2.96456, 1.56141], [-1.60798, -1.77596, 2.52153], [-2.93372, 0.67574, -0.69913], [4.13247, -0.91541, -1.60474]],
  "nbo_charge": [-0.19, -0.15, -0.13, -0.08, 0.33, -0.37, -0.64, -0.64, -1.14, -0.70, -1.13, 1.28, 0.19, 0.21, 0.22, 0.18, 0.22, 0.22, 0.21, 0.20, 0.47, 0.42]
}

In terms of stability, i leads; the second structure lies 12.7 kcal/mol higher.

i | {
  "formula": "C3H4Br2S",
  "method": "ωB97M-V with the def2-TZVPD basis set",
  "gap_ev": [8.76, 6.27],
  "lumo_energy_ev": [-0.986, -2.253],
  "homo_ev": [-9.7, -8.5],
  "elements": ["C", "C", "C", "S", "Br", "Br", "H", "H", "H", "H"],
  "xyz": [[0.02296, -0.14164, 0.58335], [-1.02522, 0.03992, -0.57648], [1.52433, -0.00836, 0.44504], [-2.98749, 0.11769, -0.38195], [2.48480, -1.61834, -0.12855], [2.21057, 1.62297, -0.12062], [-0.24708, 0.75669, 1.22152], [-0.30171, -1.12816, 1.13582], [-0.75913, 1.15109, -0.87025], [-0.92202, -0.79187, -1.30788]],
  "nbo_charge": [-0.56, -0.52, -0.15, 0.09, 0.06, 0.13, 0.23, 0.24, 0.24, 0.23]
}

ii | {
  "formula": "C3H4Br2S",
  "method": "ωB97M-V with the def2-TZVPD basis set",
  "gap_ev": 9.18,
  "lumo_energy_ev": 0.065,
  "homo_ev": -9.1,
  "smiles": "SCC=C(Br)Br",
  "elements": ["S", "C", "C", "C", "Br", "Br", "H", "H", "H", "H"],
  "xyz": [[-1.06784, -0.12500, -1.25333], [-0.22755, -0.11979, 0.45583], [1.05456, 0.65452, 0.33412], [2.31040, 0.05432, 0.10798], [3.73873, 1.27150, -0.29449], [2.64691, -1.88228, 0.04700], [0.11668, -0.37828, -1.80014], [-0.92382, 0.21215, 1.19728], [0.07560, -1.22783, 0.63067], [1.07958, 1.70061, -0.10194]],
  "nbo_charge": [-0.05, -0.53, -0.26, -0.21, 0.11, 0.09, 0.12, 0.24, 0.24, 0.25]
}

In terms of stability, ii leads; the second structure lies 57.0 kcal/mol higher.

i | {
  "formula": "CH4N3O3",
  "method": "ωB97M-V with the def2-TZVPD basis set",
  "gap_ev": 12.33,
  "lumo_energy_ev": -3.697,
  "homo_ev": -16.0,
  "total_charge": 1,
  "elements": ["C", "N", "N", "N", "O", "O", "O", "H", "H", "H", "H"],
  "xyz": [[0.13181, 0.52767, -1.03555], [-0.06492, -0.54687, -0.67653], [0.25959, 2.11583, 1.00662], [0.38143, 2.17070, 2.12567], [0.35394, 2.31263, 3.24783], [0.24918, 1.58866, -1.61776], [-0.24315, -2.90593, -0.24000], [0.44776, -3.26430, -0.75713], [-0.18206, -1.45750, -0.19094], [-0.21591, 2.35737, -1.18178], [-1.11767, -2.89825, -0.68042]],
  "nbo_charge": [0.89, -0.50, -0.26, 0.50, -0.23, -0.57, -0.90, 0.51, 0.47, 0.58, 0.51]
}

ii | {
  "formula": "CH4N3O3",
  "method": "ωB97M-V with the def2-TZVPD basis set",
  "gap_ev": 13.20,
  "lumo_energy_ev": -3.256,
  "homo_ev": -16.5,
  "total_charge": 1,
  "elements": ["C", "N", "N", "N", "O", "O", "O", "H", "H", "H", "H"],
  "xyz": [[-0.05348, 1.22890, -0.17527], [-1.00953, 0.78876, 0.21193], [2.58842, 0.04254, 0.20680], [3.48120, -0.60052, 0.02800], [4.36235, -1.29930, 0.08760], [0.93384, 1.85915, -0.57358], [-3.09598, -0.81437, 0.02478], [-3.38758, -1.51768, -0.60563], [-1.92026, 0.10895, 0.26463], [1.64372, 1.26313, -0.28190], [-3.54270, -1.05955, 0.81263]],
  "nbo_charge": [0.84, -0.49, -0.24, 0.52, -0.20, -0.56, -0.93, 0.53, 0.51, 0.52, 0.51]
}

In terms of stability, ii leads; the second structure lies 7.3 kcal/mol higher.

i | {
  "formula": "C27H23F3IrN3O3PS",
  "method": "ωB97M-V with the def2-TZVPD basis set",
  "gap_ev": 7.39,
  "lumo_energy_ev": -4.011,
  "homo_ev": -11.4,
  "total_charge": 1,
  "elements": ["Ir", "N", "C", "C", "O", "O", "H", "H", "H", "H", "O", "N", "C", "C", "C", "C", "C", "C", "C", "P", "C", "C", "C", "C", "C", "C", "C", "C", "C", "C", "C", "C", "H", "H", "H", "H", "H", "H", "H", "H", "H", "H", "H", "H", "H", "H", "H", "H", "F", "C", "F", "F", "C", "C", "C", "C", "N", "C", "S", "H", "H", "H"],
  "xyz": [[0.33078, -1.65219, 0.05647], [-0.20309, -2.29651, 2.47831], [0.26863, -3.65055, 2.79129], [0.54455, -4.43188, 1.51218], [0.64018, -5.62894, 1.51822], [0.76258, -3.68557, 0.43924], [0.06924, -1.58955, 3.15073], [-1.21369, -2.30671, 2.45210], [-0.48153, -4.21670, 3.34216], [1.17956, -3.61875, 3.38619], [2.00781, -3.30837, -1.65924], [2.01369, -2.06906, -1.05389], [3.07486, -1.42678, -1.34703], [3.43155, -0.08402, -0.91306], [4.78911, 0.23274, -0.97864], [5.24465, 1.46981, -0.56329], [4.34128, 2.41559, -0.10104], [2.99045, 2.11380, -0.03973], [2.51886, 0.86302, -0.44156], [0.73579, 0.54174, -0.38126], [0.22672, 1.59559, 1.00601], [-0.58737, 2.70853, 0.84049], [-0.93160, 3.48580, 1.94241], [-0.45764, 3.15750, 3.20263], [0.36064, 2.04383, 3.37278], [0.69906, 1.26613, 2.27847], [0.04267, 1.30235, -1.86936], [0.84369, 2.05608, -2.72593], [0.29921, 2.62902, -3.86704], [-1.04059, 2.44169, -4.16801], [-1.84296, 1.68478, -3.32388], [-1.30550, 1.11855, -2.18114], [1.53182, -3.86407, -0.98266], [3.79267, -1.97325, -1.94756], [5.48902, -0.50776, -1.34507], [6.30210, 1.69436, -0.59709], [4.68594, 3.39224, 0.21172], [2.29706, 2.86393, 0.31652], [-0.95872, 2.97000, -0.14247], [-1.56472, 4.35320, 1.81017], [-0.71726, 3.77092, 4.05545], [0.73622, 1.79164, 4.35607], [1.34822, 0.40487, 2.40928], [1.89403, 2.20204, -2.51283], [0.92740, 3.21867, -4.52124], [-1.46153, 2.88410, -5.06113], [-2.88577, 1.52355, -3.56271], [-1.94448, 0.54173, -1.52834], [-5.77689, -2.47550, -1.06550], [-4.48113, -2.39895, -1.38310], [-4.38472, -1.80026, -2.58275], [-4.01008, -3.64366, -1.51372], [-3.70991, -1.62524, -0.34396], [-4.35056, -0.93427, 0.65802], [-3.60758, -0.22328, 1.60690], [-2.23818, -0.23439, 1.52742], [-1.60159, -0.90029, 0.54274], [-2.31044, -1.58467, -0.38093], [-1.20281, -2.29642, -1.51270], [-5.43124, -0.94673, 0.70730], [-4.09675, 0.32996, 2.39510], [-1.62173, 0.30656, 2.23146]],
  "nbo_charge": [0.78, -0.85, -0.35, 0.78, -0.57, -0.84, 0.39, 0.38, 0.23, 0.23, -0.54, -0.10, 0.08, -0.01, -0.18, -0.17, -0.18, -0.18, -0.39, 1.20, -0.41, -0.14, -0.21, -0.18, -0.21, -0.22, -0.43, -0.18, -0.20, -0.16, -0.22, -0.12, 0.52, 0.23, 0.23, 0.24, 0.24, 0.23, 0.23, 0.23, 0.23, 0.23, 0.22, 0.22, 0.23, 0.23, 0.23, 0.20, -0.31, 0.98, -0.31, -0.30, -0.21, -0.09, -0.26, 0.05, -0.51, 0.07, 0.18, 0.25, 0.25, 0.23]
}

ii | {
  "formula": "C27H23F3IrN3O3PS",
  "method": "ωB97M-V with the def2-TZVPD basis set",
  "gap_ev": 7.83,
  "lumo_energy_ev": -3.295,
  "homo_ev": -11.1,
  "total_charge": 1,
  "elements": ["Ir", "N", "C", "C", "O", "O", "H", "H", "H", "H", "O", "N", "C", "C", "C", "C", "C", "C", "C", "P", "C", "C", "C", "C", "C", "C", "C", "C", "C", "C", "C", "C", "H", "H", "H", "H", "H", "H", "H", "H", "H", "H", "H", "H", "H", "H", "H", "H", "F", "C", "F", "F", "C", "C", "C", "C", "N", "C", "S", "H", "H", "H"],
  "xyz": [[0.77219, 0.82301, 1.27276], [2.93059, 1.18661, 1.16770], [3.43213, 1.23022, 2.56947], [2.37084, 1.71854, 3.54470], [2.56995, 1.86830, 4.71475], [1.22128, 1.97035, 2.92133], [3.39344, 0.43041, 0.67584], [3.11278, 2.04057, 0.65065], [4.32214, 1.84896, 2.66130], [3.68040, 0.21293, 2.87153], [-1.12367, 2.70152, 2.71739], [-0.86573, 2.31043, 1.42055], [-1.78687, 2.72353, 0.64639], [-1.85359, 2.56153, -0.80040], [-2.81125, 3.35039, -1.43979], [-2.94248, 3.33846, -2.81561], [-2.11551, 2.52603, -3.57509], [-1.17362, 1.72434, -2.95060], [-1.03253, 1.73246, -1.56321], [0.06333, 0.47536, -0.86003], [-0.96710, -1.00395, -1.11899], [-0.80337, -1.87479, -2.19259], [-1.64062, -2.97374, -2.33151], [-2.65026, -3.20304, -1.40951], [-2.83569, -2.32233, -0.35219], [-2.00004, -1.22650, -0.20867], [1.50296, 0.37909, -1.96122], [1.99743, 1.56444, -2.50958], [3.20476, 1.57368, -3.19195], [3.93659, 0.40234, -3.32484], [3.45721, -0.77902, -2.77664], [2.25089, -0.79439, -2.08923], [-0.23885, 2.60617, 3.15620], [-2.56877, 3.31461, 1.11228], [-3.44942, 3.99175, -0.84423], [-3.68590, 3.96224, -3.29314], [-2.20913, 2.50379, -4.65269], [-0.54957, 1.07502, -3.55103], [-0.03014, -1.70087, -2.92943], [-1.50212, -3.65032, -3.16501], [-3.30163, -4.06022, -1.52104], [-3.62915, -2.49258, 0.36463], [-2.16354, -0.53277, 0.60951], [1.43824, 2.48690, -2.40563], [3.57422, 2.49773, -3.61698], [4.87958, 0.41036, -3.85590], [4.02354, -1.69550, -2.88018], [1.89551, -1.72031, -1.65924], [-0.74030, -5.18404, 2.45596], [0.02442, -4.17050, 2.04017], [0.03866, -4.19308, 0.69854], [1.27933, -4.40042, 2.45493], [-0.48209, -2.85213, 2.55810], [-1.53888, -2.77183, 3.43694], [-1.98561, -1.52520, 3.88881], [-1.38196, -0.38794, 3.41110], [-0.35988, -0.47276, 2.54158], [0.10748, -1.65851, 2.13971], [1.43964, -1.37279, 1.06077], [-2.02116, -3.67950, 3.77444], [-2.79576, -1.44947, 4.59934], [-1.68335, 0.60644, 3.70881]],
  "nbo_charge": [0.77, -0.76, -0.36, 0.79, -0.55, -0.83, 0.41, 0.41, 0.24, 0.25, -0.56, -0.16, 0.09, -0.02, -0.17, -0.18, -0.18, -0.17, -0.38, 1.17, -0.29, -0.22, -0.19, -0.18, -0.19, -0.24, -0.42, -0.15, -0.22, -0.18, -0.20, -0.21, 0.52, 0.22, 0.23, 0.24, 0.23, 0.23, 0.22, 0.23, 0.23, 0.22, 0.21, 0.22, 0.23, 0.23, 0.23, 0.24, -0.31, 0.98, -0.31, -0.31, -0.21, -0.09, -0.26, 0.08, -0.51, 0.10, 0.05, 0.25, 0.25, 0.24]
}

In terms of stability, ii leads; the second structure lies 12.8 kcal/mol higher.